Here is a molecular structure, C17H49N7O10V from OMol25. Energies are from ωB97M-V/def2-TZVPD.

The frontier orbital gap (alpha / beta) is 7.5 / 7.5 eV. The spin multiplicity is 2.

The geometry in XYZ format:
```
84
Properties=species:S:1:pos:R:3:forces:R:3:mulliken_spin:R:1
V 3.78809 -12.24205 -20.44091 -3.2 -1.8 1.3 1.2830
O 4.64311 -13.18995 -18.69486 -0.6 0.5 -0.9 -0.0167
O 2.91508 -14.36018 -16.06424 0.2 -0.4 1.4 0.0008
O 2.93790 -11.19458 -22.21110 0.2 -0.1 -0.1 0.0039
O 5.80960 -11.87799 -21.07376 -0.8 -0.6 0.8 0.0034
O -2.27028 -13.10213 -19.39197 1.1 -0.7 -1.2 0.0000
O 4.27536 -10.22862 -18.96427 -0.1 0.6 -0.5 0.0086
O 3.03711 -14.16945 -21.18875 1.3 2.3 0.1 -0.0138
O 1.03178 -10.62563 -17.17114 0.1 0.6 0.6 -0.0006
O 2.36347 -11.92418 -19.68618 3.0 -0.4 -1.5 -0.2879
O 3.54492 -16.10918 -13.17657 0.1 -0.5 0.3 0.0000
N 3.13968 -9.45348 -23.63610 0.6 0.8 -0.5 0.0015
N 6.91632 -13.30966 -18.93015 -0.4 0.0 0.0 0.0017
N 5.85497 -14.12922 -17.05871 0.5 0.2 -0.4 0.0020
N 1.10973 -10.42990 -23.31817 -0.2 -0.4 0.3 0.0016
N 5.32618 -8.24091 -18.76940 -0.7 0.6 0.3 -0.0001
N 3.91305 -17.09709 -15.64628 -0.8 0.8 -0.4 0.0000
N 3.13891 -8.48356 -18.08606 0.0 0.5 -0.2 -0.0002
C 3.33337 -16.57405 -16.90572 -0.3 -0.6 0.0 0.0002
C -1.69292 -13.55307 -17.11228 0.7 0.8 -0.2 0.0000
C 5.76322 -13.51054 -18.27602 -0.3 -0.5 0.8 0.0063
C 2.31579 -15.45846 -16.73906 0.1 0.7 -1.0 0.0022
C 3.06489 -15.02483 -12.42540 -0.8 0.2 -0.1 0.0000
C 7.22122 -13.47772 -22.28035 0.3 -0.9 0.3 0.0016
C 2.89443 -17.79512 -14.84217 0.3 0.0 0.5 0.0000
C 0.72664 -9.63558 -16.17417 -0.1 0.3 -0.9 -0.0001
C -0.77100 -9.41808 -16.07639 0.1 -0.5 0.7 0.0000
C 2.18118 -16.34381 -20.65846 0.0 -0.4 0.1 -0.0021
C 2.46957 -16.94687 -13.61850 0.5 0.7 -0.8 0.0000
C 2.00613 -13.29297 -15.90366 -0.8 0.2 -1.1 0.0020
C 3.41052 -15.44520 -20.81194 -0.3 0.2 0.8 0.0007
C -1.34706 -12.72491 -18.36257 -2.0 0.5 1.1 0.0025
C 6.46046 -12.18532 -22.28149 -1.5 0.9 -0.3 0.0003
C 4.22401 -9.04233 -18.64324 1.5 -1.9 -0.4 0.0004
C 2.42139 -10.41069 -23.00322 0.6 -0.1 0.4 0.0041
H -1.65495 -11.68679 -18.18318 0.7 0.2 0.5 0.0002
H 0.70533 -9.72844 -23.90244 -0.2 0.0 -0.1 0.0000
H 7.76441 -13.66023 -18.53674 0.3 0.1 -0.1 0.0004
H 3.28073 -7.60152 -17.63368 -0.7 0.1 0.2 0.0000
H -0.29309 -12.73691 -18.62380 -0.1 -0.4 -0.7 -0.0026
H 4.08926 -16.25750 -17.62445 0.3 0.2 0.4 0.0004
H 7.08369 -11.32786 -22.57455 0.2 -0.1 0.0 -0.0001
H 4.09986 -15.96490 -21.49678 0.0 0.3 -0.4 0.0002
H 0.62127 -10.34106 -17.99742 0.0 -0.3 -0.1 -0.0001
H 1.19813 -8.68782 -16.45548 0.0 0.1 0.1 0.0000
H 4.13402 -9.35056 -23.53766 0.0 -0.5 0.5 -0.0003
H -1.00954 -8.64467 -15.34474 0.0 0.1 -0.2 0.0000
H 2.75316 -8.79050 -24.28045 -0.4 -0.2 0.0 0.0000
H 1.83292 -12.89827 -16.90715 -0.1 0.4 0.1 -0.0025
H -3.16521 -12.88911 -19.12611 0.0 0.1 0.3 0.0000
H 2.36344 -9.10658 -17.93384 0.1 0.0 0.4 0.0005
H -1.18236 -9.16671 -17.05377 0.0 0.2 0.0 0.0000
H 6.85772 -12.80429 -19.81520 -0.2 0.2 -0.1 0.0002
H 5.33782 -7.39963 -18.22512 0.5 0.2 -0.3 0.0001
H 1.02783 -13.59777 -15.50785 0.1 -0.5 0.0 0.0000
H 3.27202 -18.77626 -14.54483 0.0 0.1 0.1 0.0000
H 2.34551 -14.44823 -13.02170 0.2 0.2 -0.2 0.0000
H 3.95294 -15.42625 -19.85181 0.0 -0.1 0.1 0.0035
H 1.36482 -15.75697 -16.28039 0.2 -0.1 0.4 0.0001
H 3.88056 -14.38302 -12.10553 0.2 -0.1 -0.1 0.0000
H 6.76100 -14.48308 -16.82120 -0.1 -0.2 0.4 -0.0003
H 1.57190 -16.35472 -21.56419 0.2 0.0 -0.1 -0.0002
H 2.09949 -17.54041 -12.78336 -0.2 -0.1 0.0 0.0000
H 4.08322 -16.25836 -15.09501 0.6 -0.1 0.0 0.0000
H 0.52780 -11.12693 -22.88477 0.0 0.1 0.0 -0.0002
H -1.25121 -10.33638 -15.73344 -0.1 0.0 -0.1 0.0000
H 1.22376 -9.91502 -15.24746 -0.3 -0.4 0.1 0.0000
H 2.03420 -15.07968 -17.73178 0.0 -0.2 -0.2 -0.0026
H 5.65766 -12.26055 -23.03220 0.3 -0.1 -0.4 -0.0004
H 1.98736 -17.96373 -15.42862 0.0 -0.1 0.0 0.0000
H 2.50824 -17.36920 -20.45013 0.0 0.0 -0.1 -0.0003
H 2.30280 -12.47698 -15.24620 0.9 -0.3 0.0 0.0000
H 7.65818 -13.76341 -23.23982 -0.2 0.3 -0.2 0.0001
H 2.47787 -15.32167 -11.54764 0.3 -0.3 0.2 0.0000
H -1.38972 -14.59293 -17.21679 -0.3 -0.1 -0.1 0.0000
H -1.18972 -13.15829 -16.22587 0.0 0.0 0.0 0.0000
H 2.85483 -17.40514 -17.43075 -0.2 0.0 0.1 0.0000
H 6.12889 -8.56415 -19.27238 0.1 -0.2 0.2 -0.0001
H 5.05522 -14.30153 -16.46288 -0.1 0.1 -0.4 -0.0002
H 1.72244 -16.25043 -14.01226 -0.5 -0.1 0.4 0.0000
H -2.76562 -13.42328 -16.97072 0.0 -0.4 0.2 0.0000
H 6.52477 -14.27639 -22.00727 0.1 0.0 0.1 -0.0007
H 8.05458 -13.50415 -21.57014 -0.1 0.2 0.1 -0.0002
H 1.49612 -16.06827 -19.85255 0.2 0.3 0.1 0.0001
```
Forces are in eV/Å.

=====

Here is 7 unconnected molecules or ions with the total composition C17H49O6P2S7 from OMol25. Energies are from ωB97M-V/def2-TZVPD.

The frontier orbital gap is 4.7 eV. As for the charge: -1.

The geometry in XYZ format:
```
81
Properties=species:S:1:pos:R:3:forces:R:3:lowdin_charge:R:1
S 1.63925 1.03476 -5.00952 -0.2 0.0 0.1 0.8062
S 1.69854 1.35585 5.38185 0.0 0.0 -0.2 0.7856
S -0.30101 3.56022 1.28118 0.2 0.2 1.0 0.0250
S 0.35072 -2.02450 4.16099 -0.1 0.2 -0.2 0.7850
S 0.53198 -4.78695 -6.14485 0.1 0.1 0.0 0.7927
S -2.37493 5.08636 4.47010 0.2 -0.3 -0.1 0.7813
S 1.97104 -3.77691 -1.59787 0.0 0.2 0.0 0.7951
P -1.55882 0.81221 -1.71883 0.7 0.5 -2.0 0.7906
P -1.68439 3.44589 -0.10522 0.9 -0.2 -2.4 0.1873
O 1.92568 0.31519 -3.73338 0.0 0.0 -0.3 -0.5637
O -0.98720 -1.36815 4.12608 0.1 -0.3 0.1 -0.5517
O 1.39893 -3.30022 -0.30656 0.2 -0.2 -0.1 -0.5543
O -1.54511 4.30256 5.43002 -0.1 0.3 0.0 -0.5638
O 2.86245 0.44272 5.16381 0.0 0.2 0.2 -0.5826
O 1.49369 -3.94591 -6.91498 -0.2 -0.1 0.0 -0.5632
C -0.47097 -0.24015 -0.60080 -0.3 0.1 0.7 -0.4213
C -0.77646 -3.69877 -5.55455 0.0 0.0 0.0 -0.2634
C -0.48032 -5.67116 -7.34621 -0.1 0.0 -0.1 -0.2783
C 0.81690 0.41983 -0.05524 0.1 -0.6 0.0 -0.1704
C -0.14833 1.12130 -5.19698 0.0 0.1 0.0 -0.2849
C 2.90267 -2.42125 -2.32905 -0.1 0.0 0.1 -0.2636
C 3.40178 -4.79888 -1.19537 0.1 -0.1 0.0 -0.2793
C -3.62287 0.36975 0.30232 -0.5 0.6 -0.8 -0.1946
C 1.90708 -0.14342 -6.34964 0.0 -0.1 0.0 -0.2723
C 2.18784 2.54692 6.64410 0.1 0.1 0.0 -0.2758
C -3.68888 5.86482 5.43132 0.0 0.1 0.1 -0.2826
C 0.41425 -3.01248 5.66822 0.0 -0.1 0.1 -0.2729
C -1.21419 2.63150 -1.70283 -1.6 -0.4 2.5 -0.6679
C 0.28783 -3.42196 3.02446 -0.1 0.0 0.0 -0.2661
C 1.66729 2.51774 4.01341 0.0 0.0 0.0 -0.2828
C -3.33841 0.47892 -1.24519 0.7 -0.3 1.7 -0.4452
C -1.47502 6.60278 4.10888 0.1 0.1 0.1 -0.2731
H -0.90140 -4.96674 -8.06408 0.0 0.0 0.0 0.0552
H -2.92187 2.91735 0.35797 0.2 0.3 -0.3 -0.0553
H -0.54634 1.77599 -4.41976 0.0 -0.1 0.1 0.0093
H -0.34972 -3.02376 -4.81387 0.0 -0.1 0.0 0.0466
H -0.58416 6.33488 3.54331 -0.1 -0.1 -0.1 0.0390
H -2.10239 7.26178 3.50810 0.0 0.0 0.0 0.0508
H -3.59021 -0.50162 -1.66007 0.0 0.2 -0.3 0.0360
H -0.46204 -3.66032 5.72363 0.0 0.0 -0.1 0.0502
H 1.59431 0.30512 -7.29301 0.0 0.0 0.0 0.0480
H 1.40877 1.96553 3.11215 -0.1 0.0 0.0 0.0112
H -1.56219 -4.29506 -5.09069 0.0 0.0 0.0 0.0552
H 3.13524 3.01110 6.36648 0.0 0.0 -0.1 0.0509
H -4.56063 0.90927 0.49489 0.1 -0.3 0.2 0.0502
H 1.32762 -3.60794 5.67222 0.0 0.0 0.0 0.0480
H 2.30415 2.01575 7.58771 0.0 -0.1 0.0 0.0406
H 1.20652 -4.00240 3.11357 0.0 0.1 0.0 0.0518
H -3.74217 -0.67098 0.60349 0.1 0.1 0.1 0.0536
H 2.20449 -1.63945 -2.62909 0.0 0.0 0.0 0.0135
H 2.96966 -0.37617 -6.39321 0.0 0.0 0.0 0.0462
H -0.16329 -1.10813 -1.19007 -0.3 0.1 -0.1 0.0217
H 1.34324 -1.05757 -6.16026 0.0 0.0 0.0 0.0347
H 4.07022 -4.25030 -0.53124 -0.1 0.1 0.0 0.0552
H -1.17938 -3.12138 -6.38728 0.1 0.0 0.0 0.0589
H -2.00621 4.79514 -0.46948 -0.3 -0.5 0.3 -0.0714
H 3.92084 -5.07313 -2.11438 0.0 0.0 0.0 0.0473
H -4.35318 5.08199 5.79231 0.1 -0.1 -0.1 0.0442
H 0.80955 0.41383 1.03652 -0.1 0.3 -0.1 0.0448
H 0.20491 -3.03087 2.01126 0.1 0.0 0.0 0.0298
H 1.40879 3.30348 6.74456 0.0 0.0 -0.1 0.0475
H -2.86197 0.85259 0.91478 0.1 -0.2 0.0 0.0322
H 1.67961 -0.19028 -0.35023 -0.1 0.1 0.0 0.0454
H 2.64956 2.97760 3.89345 0.0 -0.1 0.1 0.0612
H -0.38988 1.52946 -6.18078 0.1 0.0 0.0 0.0482
H -0.13911 2.83358 -1.77408 -0.1 -0.1 -0.2 -0.0597
H 3.04850 -5.69918 -0.69503 -0.1 0.0 0.0 0.0419
H -1.27661 -6.20415 -6.82616 0.0 0.0 0.0 0.0499
H 0.15565 -6.38523 -7.86597 0.1 0.0 0.1 0.0449
H 3.43351 -2.78410 -3.21060 -0.1 -0.1 0.0 0.0553
H 0.42062 -2.33233 6.51781 0.0 0.1 -0.1 0.0449
H -1.18868 7.09418 5.04036 0.0 -0.1 0.0 0.0519
H 0.99459 1.43335 -0.40052 -0.2 0.1 0.0 0.0164
H -4.24690 6.54966 4.79204 0.0 0.0 0.0 0.0468
H -3.26181 6.40154 6.27986 0.0 0.0 0.0 0.0501
H 0.90887 3.27976 4.19694 -0.1 -0.1 0.0 0.0261
H 3.60800 -2.02186 -1.59970 -0.1 0.0 0.1 0.0645
H -3.99358 1.22756 -1.68994 0.2 0.0 -0.2 0.0471
H -1.05632 -0.64886 0.23731 0.1 0.1 -0.1 0.0531
H -0.57953 -4.04450 3.25106 0.0 0.1 0.1 0.0538
H -0.57864 0.12714 -5.08195 0.0 0.0 0.1 0.0372
```
Forces are in eV/Å.

=====

no.,F_max (eV Å⁻¹)
1,3.87
2,2.96